No. 1
Below is C34H25N5O3PdS3 as an isolated structure in a non-equilibrium geometry, with properties calculated with ωB97M-V/def2-TZVPD.

F_max	2.78	eV/Å
molar mass	754.23	Da
energy	-3132.5796	Ha
HOMO energy (alpha / beta)	-7.930 / -7.925	eV
Kohn-Sham gap (alpha / beta)	5.609 / 5.537	eV
ΔE to the lowest compared entry with this formula, charge and spin	205.6	kJ/mol

Last column: Löwdin charge in e.
Positions of all 71 atoms, in Å:
C 0.07734 -8.95700 -0.65367  -0.09
H 1.30544 -4.77460 1.47863  0.15
C -5.77096 1.01930 -0.02017  -0.24
C 2.53884 3.22150 0.27173  -0.32
H -1.98996 -0.74500 -1.82467  0.08
H 0.94814 -2.61690 1.59313  0.11
H 4.92754 3.44000 -4.52967  0.10
C 2.80304 2.38440 -2.11937  -0.04
O 0.29344 3.82010 -0.31117  -0.14
H -1.34766 -7.94410 -1.90347  0.11
H 1.55674 -9.73490 0.68073  0.10
H -0.11596 -9.92940 -1.08037  0.10
C 5.37284 3.81920 3.44803  -0.09
H 2.11424 -7.55550 1.69433  0.11
H -9.00396 1.86510 0.40183  0.11
H 1.46264 2.05590 1.39503  0.12
C -0.61616 -7.86320 -1.11777  -0.01
C 1.36214 4.34150 0.05413  -0.60
H 6.09224 3.94210 4.24523  0.10
H 6.14414 1.92360 2.83363  0.10
C -5.88896 -0.36300 -0.00747  -0.01
H -1.82066 -3.22950 -1.62377  0.12
C 1.35424 -7.63450 0.93293  -0.02
C -3.95856 2.49140 0.69793  -1.09
C -0.21376 -4.56660 -0.00437  -0.28
O 1.90994 1.95960 0.54153  -0.06
C -6.89056 1.82510 0.13573  -0.05
Pd 0.10024 1.68080 -1.00527  0.67
S -2.41416 3.05170 0.07673  0.99
C -2.66506 1.97440 -1.33637  -1.07
C 4.43144 4.80050 3.19793  -0.07
N -0.84216 -5.39520 -0.79967  0.19
C -7.13636 -0.93850 0.16583  -0.08
H -5.00806 -0.97320 -0.12857  0.11
S -1.55386 1.91860 -2.63607  0.67
N 0.69824 -5.20330 0.80203  0.17
C 4.83334 4.22960 -2.53667  -0.06
C 3.51664 3.50690 1.39313  -0.17
C -0.39696 -3.13840 -0.03117  -0.12
C 0.11594 -0.90570 0.65373  -0.11
N -0.66056 -0.37050 -0.29237  -0.01
N -4.49946 1.62360 -0.19077  -0.17
H 4.47824 1.63380 1.02843  0.12
C -1.34856 -1.20480 -1.08257  -0.11
C -1.25906 -2.57500 -0.97867  0.02
H 5.62884 4.94500 -2.68437  0.11
H -7.23676 -2.01290 0.19003  0.10
S -4.62776 2.90700 2.14413  0.61
H 4.40704 5.68980 3.80783  0.10
C 0.65364 -6.52900 0.47843  -0.19
C -8.25876 -0.14040 0.30703  -0.09
C 3.19894 3.22440 -1.07737  -0.15
H -9.23256 -0.59010 0.42893  0.10
H 2.02644 1.60090 -1.97277  0.07
H 4.48254 4.82760 -0.50807  0.13
C 3.42174 2.47430 -3.35687  -0.08
O 1.64774 5.49860 0.24943  0.08
C 4.44164 3.38970 -3.56697  -0.09
H 2.81284 5.44310 1.95313  0.10
C 4.46624 2.51910 1.64783  -0.03
C 0.28654 -2.26430 0.81733  0.01
H 3.10074 1.82430 -4.15827  0.10
C 5.39494 2.68150 2.65843  -0.08
C 3.51164 4.65350 2.17273  -0.01
C 1.04144 -8.84610 0.35333  -0.09
H -6.78626 2.89880 0.12883  0.11
C -0.33266 -6.62920 -0.53667  -0.22
C -8.13216 1.23840 0.29483  -0.07
C 4.20344 4.16200 -1.31017  0.00
H 0.62204 -0.20750 1.31133  0.11
N -3.77726 1.33130 -1.28017  0.03

***

No. 2
Below is C23H25F3N4Pd as an isolated structure, with properties calculated with ωB97M-V/def2-TZVPD.

F_max	0.84	eV/Å
molar mass	520.90	Da
energy	-1537.9804	Ha
HOMO energy	-7.341	eV
Kohn-Sham gap	7.786	eV
ΔE to the lowest compared entry with this formula, charge and spin	105.2	kJ/mol

Last column: natural (NBO) charge in e.
Positions of all 56 atoms, in Å:
C -0.38933 3.54939 -2.19641  -0.23
C -2.84455 4.64216 0.47324  -0.66
H 1.06212 -2.03770 5.45705  0.21
H -5.57301 0.57035 5.75518  0.23
C -4.29556 2.84284 5.98850  -0.18
N -0.85666 0.19288 1.96241  -0.63
C -1.41358 -3.15161 3.44283  -0.20
H -5.07033 0.28095 4.08453  0.23
H -1.64288 5.25782 -1.84921  0.20
H -2.02538 5.18503 5.11049  0.22
C 1.03917 0.32474 4.10527  -0.64
C -2.57590 4.25330 5.10848  -0.20
C 0.20037 -0.89833 3.86990  -0.03
F -2.77703 -0.55851 -1.17137  -0.38
H 0.82175 -2.38270 1.01539  0.39
C -2.21938 3.25524 4.21371  -0.28
H -0.39737 -2.85134 0.03556  0.40
N 0.42268 -2.25761 0.09063  -1.05
H -3.83366 4.17397 0.51318  0.21
C -3.97095 1.83250 5.09461  -0.07
H -3.89313 4.82559 6.70354  0.22
C 0.32654 -2.03513 4.66098  -0.20
C -0.46909 -3.15475 4.45840  -0.23
H -0.35287 -4.02299 5.09349  0.22
H -2.04239 -4.01691 3.27655  0.22
H 1.86641 0.10585 4.77907  0.22
F -1.38339 -1.89362 -2.15110  -0.39
H -1.38556 3.40781 3.54146  0.23
H -2.75826 2.72742 1.73030  0.41
Pd -0.21140 -0.16181 -0.21785  0.56
H 0.44340 1.12602 4.55043  0.22
C -0.74818 -0.90921 2.83972  0.12
C -1.85704 3.80802 -0.30189  0.03
H 1.43730 0.71304 3.16682  0.23
C -2.92001 2.05157 4.19326  0.23
H -2.51920 4.82001 1.50225  0.21
H -2.96767 5.61476 0.00073  0.23
F -1.59569 0.14851 -2.82831  -0.36
H -5.10945 2.67737 6.68451  0.21
N -2.59467 1.00216 3.30875  -0.66
N -1.99202 2.15898 1.41155  -0.59
H 0.67840 1.71103 -2.31671  0.21
C -1.75266 1.08864 2.20290  0.65
C -1.54869 -2.03273 2.63279  -0.27
H 0.02740 3.93912 -3.11634  0.21
C -4.71491 0.52734 5.08714  -0.64
C -1.45208 2.54029 0.15339  0.07
H 1.08358 -2.58262 -0.60474  0.39
H -2.65886 0.07286 3.69463  0.42
H -2.27044 -2.00946 1.82301  0.23
C -1.32521 4.28732 -1.48642  -0.24
C -0.02573 2.29655 -1.73899  -0.23
C -1.51273 -0.59437 -1.70679  0.75
C -3.61565 4.05229 6.00014  -0.23
C -0.55242 1.75243 -0.56263  -0.20
H -4.08218 -0.30130 5.42142  0.21

***

No. 3
Below is the molecule C6H8OS in a non-equilibrium geometry, with properties calculated with ωB97M-V/def2-TZVPD.

F_max	1.56	eV/Å
molar mass	128.20	Da
SMILES	S=C[C@H]1OC[C@@H]2C[C@@H]21
energy	-706.7764	Ha
HOMO energy	-8.748	eV
Kohn-Sham gap	8.524	eV
ΔE to the lowest compared entry with this formula, charge and spin	183.1	kJ/mol

Last column: natural (NBO) charge in e.
Positions of all 16 atoms, in Å:
H 2.61984 -0.24265 -0.81006  0.21
C -0.62958 0.28082 1.06727  -0.26
S 2.02124 1.66956 -1.97542  0.08
C 0.31863 -0.84774 1.24778  -0.06
H 1.27845 -0.48145 1.65909  0.16
H -0.66792 1.03589 1.88214  0.23
C 1.79897 0.26436 -1.29538  -0.29
H -0.58957 1.78259 -0.57417  0.24
C -0.54601 0.72609 -0.34822  -0.25
C 0.41590 -0.27730 -1.02294  0.01
C -1.81764 0.04685 0.17192  -0.42
O 0.51705 -1.33395 -0.05422  -0.53
H -0.07640 -1.62883 1.90857  0.20
H -1.97525 -0.92540 -0.25836  0.22
H 0.03366 -0.70226 -1.95863  0.22
H -2.70138 0.63345 0.36064  0.22

***

No. 4
Below is C3H6N2O3 as an isolated structure in a non-equilibrium geometry, with properties calculated with ωB97M-V/def2-TZVPD.

F_max	5.68	eV/Å
molar mass	118.09	Da
energy	-452.6807	Ha
HOMO energy	-9.121	eV
Kohn-Sham gap	9.143	eV
ΔE to the lowest compared entry with this formula, charge and spin	1366.0	kJ/mol

Last column: natural (NBO) charge in e.
Positions of all 14 atoms, in Å:
H -0.97174 -2.13523 -0.03681  0.23
H -3.82586 0.04183 -0.53957  0.22
N 0.50330 -1.02037 -0.18873  -0.19
O -1.14184 1.30879 0.00875  -0.67
O 3.17432 -0.17388 0.60959  -0.49
H 2.78141 1.48470 -0.21450  0.15
H -3.40859 -1.21291 1.17384  0.24
H -2.85668 1.46407 1.43730  0.22
C 2.34391 0.38789 -0.06946  0.63
N -1.65729 0.01213 -0.48143  -0.20
C -3.01784 -0.10952 0.47990  -0.49
O 1.02588 0.20591 -0.52505  -0.40
H 0.33738 1.23989 0.00982  0.52
C -0.73354 -1.03691 -0.05800  0.22

***

No. 5
Below is H3N2OS as an isolated structure in a non-equilibrium geometry, with properties calculated with ωB97M-V/def2-TZVPD.

F_max	4.63	eV/Å
charge	-1
molar mass	79.10	Da
energy	-584.6939	Ha
HOMO energy	-3.641	eV
Kohn-Sham gap	8.253	eV
ΔE to the lowest compared entry with this formula, charge and spin	95.5	kJ/mol

Last column: natural (NBO) charge in e.
Positions of all 7 atoms, in Å:
H -0.52239 0.49054 -0.79801  0.36
H -1.29548 -1.22908 -0.09544  0.11
O 1.11757 1.71049 -1.19765  -0.60
N 0.59596 0.73093 -0.48701  0.14
H 2.12200 0.54061 0.53866  0.30
N 1.12253 0.28333 0.52720  -0.46
S -2.05315 -0.44235 -0.83135  -0.84

***

No. 6
Below is C5H13Cl2EuRe as an isolated structure in a non-equilibrium geometry, with properties calculated with ωB97M-V/def2-TZVPD.

F_max	5.59	eV/Å
<S²>	24.8106
2S+1	10
molar mass	482.24	Da
energy	-1907.0253	Ha
HOMO energy (alpha / beta)	-5.893 / -6.014	eV
Kohn-Sham gap (alpha / beta)	4.710 / 4.385	eV

Last column: Löwdin spin population.
Positions of all 22 atoms, in Å:
C -4.03689 -0.44518 2.22925  -0.05
H 1.10669 -0.82104 -2.81449  0.02
H -0.85519 1.49552 1.55667  0.01
C 0.50422 0.00009 -2.35362  0.05
H 2.25454 -1.73381 -1.53036  0.02
H -3.55791 -0.71703 3.19119  0.00
H -0.11377 0.04099 2.16034  0.01
H -0.52958 -0.35548 -2.32542  0.01
Cl -4.51736 1.09704 2.14680  -0.01
H -4.67564 -1.14206 1.69948  0.00
C 0.00308 0.81632 1.36836  0.04
H 0.55821 0.83045 -3.05845  0.00
Re 1.15045 0.49811 -0.48323  1.81
H 2.03610 -1.79976 0.22925  0.02
H 3.47927 1.87858 -0.86166  0.01
H 0.90828 1.37652 1.52620  0.01
Cl -2.29022 -3.01599 0.42363  -0.02
Eu -1.86663 -0.55333 0.44885  7.06
C 2.35486 -1.14944 -0.60017  0.05
H 2.24411 2.80139 -1.49895  0.01
H 3.43148 -0.92288 -0.47445  0.01
C 2.41189 1.82101 -0.97922  -0.05